Below is a molecular structure, C32H30BCl4N2O4RuS2 in a non-equilibrium geometry, with properties calculated with ωB97M-V/def2-TZVPD.

For the HOMO-LUMO gap (alpha / beta), the calculation gives 4.75 / 5.09 eV. The calculation puts the energy above the lowest of the compared OMol25 structures with the same formula, charge and spin at 82.0 kJ/mol. As for the molar mass: 824.4 g/mol. The expectation value of S² is 0.754. The calculation puts the maximum force at 1.273 eV/Å. The electronic energy is -119865.583 eV.

The geometry in ORCA input format:
```
! wB97M-V def2-TZVPD RIJCOSX def2/J DEFGRID3
* xyz -2 2
Ru -1.43 0.29 -0.29
C -4.25 -1.32 -0.73
N -3.20 -1.59 0.25
C -3.62 -1.32 1.62
C -3.21 0.07 2.10
N -1.75 0.33 1.96
C -0.97 -0.73 2.64
C -1.43 1.61 2.59
C -1.68 1.75 3.96
C -1.38 2.92 4.64
C -0.81 3.98 3.95
C -0.56 3.85 2.59
C -0.87 2.68 1.89
S -0.56 2.67 0.16
C -2.61 -2.89 0.08
C -3.39 -4.03 0.28
C -2.88 -5.31 0.15
C -1.53 -5.44 -0.21
C -0.75 -4.32 -0.40
C -1.25 -3.00 -0.25
S -0.14 -1.68 -0.44
H -5.06 -2.07 -0.68
H -3.82 -1.33 -1.73
H -4.66 -0.33 -0.55
H -3.18 -2.07 2.27
H -4.71 -1.40 1.74
H -3.51 0.15 3.16
H -3.72 0.85 1.53
H -1.31 -0.88 3.67
H 0.08 -0.45 2.63
H -1.05 -1.66 2.08
H -2.11 0.92 4.50
H -1.59 2.99 5.70
H -0.56 4.90 4.46
H -0.10 4.66 2.04
H -4.43 -3.90 0.55
H -3.50 -6.18 0.30
H -1.09 -6.42 -0.33
H 0.29 -4.43 -0.67
Cl -6.38 3.59 -3.81
C -4.95 2.68 -3.40
C -4.12 2.18 -4.38
Cl -4.49 2.46 -6.06
C -2.98 1.44 -4.03
Cl -1.93 0.78 -5.26
C -2.63 1.20 -2.70
O -1.60 0.50 -2.34
C -3.50 1.74 -1.67
O -3.18 1.49 -0.42
C -4.63 2.44 -2.05
Cl -5.67 3.02 -0.77
C 6.85 -1.42 -1.21
C 6.33 0.02 -1.39
C 6.23 0.29 -2.89
C 7.36 1.00 -0.80
C 4.99 0.19 -0.68
C 4.90 -0.06 0.68
C 3.70 0.08 1.39
C 2.58 0.49 0.70
O 1.34 0.68 1.15
B 0.49 1.06 -0.02
O 1.46 1.12 -1.15
C 2.65 0.75 -0.67
C 3.83 0.61 -1.37
H 7.81 -1.55 -1.72
H 6.13 -2.13 -1.62
H 6.99 -1.66 -0.15
H 7.22 0.16 -3.35
H 5.90 1.31 -3.10
H 5.54 -0.40 -3.38
H 8.32 0.91 -1.33
H 7.54 0.80 0.25
H 7.01 2.02 -0.89
H 5.78 -0.39 1.23
H 3.64 -0.12 2.45
H 3.84 0.81 -2.43
*
```

Results of the Löwdin charge analysis, in e, for atoms 1 through 8:
1. Ru 0.905
2. C -0.060
3. N -0.195
4. C -0.176
5. C -0.162
6. N -0.203
7. C -0.075
8. C -0.226